This record from the Open Molecules 2025 dataset describes C22H21BrN3O2PdSbSe4 as an isolated structure. The level of theory is ωB97M-V/def2-TZVPD.

ORCA input file:
```
! wB97M-V def2-TZVPD RIJCOSX def2/J DEFGRID3
* xyz 0 5
Pd 1.14 1.95 -0.69
O 0.65 4.34 1.85
C -0.63 3.80 2.01
C -1.75 4.65 2.01
C -3.04 4.06 2.06
C -3.12 2.69 2.39
C -1.96 1.92 2.53
C -0.72 2.40 2.20
C 0.53 1.51 2.23
O 1.58 1.94 1.49
N 0.19 0.14 1.69
N 0.21 -0.01 0.34
C -0.24 -1.09 -0.21
C -0.36 -1.25 -1.64
Br 0.53 0.07 -2.66
C -0.99 -2.25 -2.23
C -1.74 -3.32 -1.49
C -1.15 -4.39 -0.87
C -1.92 -5.37 -0.26
C -3.31 -5.27 -0.24
C -3.91 -4.10 -0.80
C -3.15 -3.20 -1.47
H 0.67 5.29 1.77
H -1.67 5.75 1.87
H -3.99 4.62 1.95
H -4.05 2.18 2.48
H -2.06 0.90 2.93
H 0.72 1.39 3.28
H -0.71 -0.24 2.15
H -0.55 -1.89 0.43
H -1.16 -2.18 -3.29
H -0.06 -4.60 -0.90
H -1.41 -6.26 0.09
H -3.87 -6.04 0.22
H -4.98 -3.95 -0.81
H -3.62 -2.29 -1.77
Se 1.20 6.49 -0.93
Sb 0.10 5.26 -2.62
Se -1.17 3.43 -1.11
Se 2.37 3.98 -1.99
Se -2.55 2.57 -2.66
N 3.36 1.32 -0.42
C 3.61 -0.07 -0.57
C 3.94 -0.64 -1.79
C 3.90 -2.00 -1.95
C 3.55 -2.84 -0.91
C 3.30 -2.27 0.33
C 3.32 -0.90 0.48
H 3.94 1.95 -0.95
H 3.26 1.63 0.57
H 4.10 -0.11 -2.73
H 4.20 -2.41 -2.92
H 3.51 -3.90 -1.04
H 3.06 -2.89 1.18
H 2.88 -0.48 1.37
*
```

E_LUMO (alpha / beta): -0.37 / -2.19 eV
<S²>: 6.03
energy relative to the best compared isomer or geometry (same formula, charge and spin): 0.0 kcal per mole
HOMO (alpha / beta): -7.28 / -7.83 eV
orbital gap (alpha / beta): 6.90 / 5.64 eV